No. 1
A molecular structure, C17H16ClNOS3. Source: the Open Molecules 2025 dataset; level of theory: the ωB97M-V functional and the def2-TZVPD basis.

The geometry in XYZ format:
```
39
C17H16ClNOS3 (the ωB97M-V functional and the def2-TZVPD basis)
Cl -5.83757 -4.16325 5.23716
S 4.75316 2.73063 -2.76283
S 2.96477 4.85387 -2.00179
S -2.90033 -1.95848 0.17114
O 0.46588 -2.73336 -1.40863
N -0.36425 -0.87494 -0.52701
C -3.35144 -3.86096 2.21320
C -4.98367 -3.48764 3.85891
C -3.51088 -2.51570 1.76381
C 1.05981 2.60874 -1.42416
C 2.47612 1.00629 -2.41119
C 0.30786 1.61620 -0.89567
C 5.41583 3.89835 -1.18062
C 3.93671 4.47751 -0.70029
C -4.58359 -1.65597 2.45353
C -0.40284 -2.13826 -0.67918
C 2.33299 2.35459 -2.02062
C -1.47817 -2.84073 -0.18511
C -4.02129 -4.42552 3.15400
C 3.08157 3.33900 -2.94509
C -5.19390 -2.32975 3.51576
C 0.51359 0.24059 -1.07472
C 1.47000 0.08826 -1.92946
H -2.64651 -4.50783 1.56486
H 4.18926 5.34424 -0.07284
H -4.75282 -0.70291 2.08462
H 1.01180 3.48131 -1.21923
H -0.99130 -2.83638 1.19036
H -0.80099 -0.40779 0.13452
H 5.91300 3.28047 -0.48691
H -3.60564 -5.45567 3.73968
H 2.69000 3.61599 -3.78115
H 3.45539 0.61869 -3.13715
H -1.62540 -3.80096 -0.39559
H 3.60955 3.59780 -0.01522
H -5.86529 -1.86021 3.97117
H 1.89648 -1.21013 -2.23804
H -0.53168 1.84884 -0.10044
H 5.90380 4.76507 -1.45978
```

Output
highest occupied orbital energy	-8.43	eV
frontier orbital gap	0.29890	hartree
net charge	0

No. 2
A molecular structure, C17H16F6N6O5OsS3. Source: the Open Molecules 2025 dataset; level of theory: the ωB97M-V functional and the def2-TZVPD basis.

The geometry in XYZ format:
```
54
C17H16F6N6O5OsS3 (the ωB97M-V functional and the def2-TZVPD basis)
Os 0.37919 0.11920 0.58886
S -1.09876 2.68180 1.66721
S 1.02952 -2.04355 0.80918
S -0.46181 1.08765 3.77236
F -0.83202 4.76543 0.19174
F -1.84661 5.13879 2.06840
F -1.71614 -0.86267 4.91950
F -2.22656 1.09879 5.70211
F 0.30035 4.83980 2.04197
F -2.99081 0.46600 3.77190
O -2.34444 2.31757 1.07879
O 2.30641 1.18212 -2.68329
O -0.30315 0.07185 2.68939
O 0.58627 1.16675 4.71934
O 0.12809 2.15469 0.96560
N 2.40772 0.62372 0.80531
N -1.54510 -0.23745 -0.18516
N -0.69154 -4.13693 0.62717
N 0.75015 0.40130 -1.18034
N -1.15718 -2.77665 2.26300
N -0.91755 2.47257 3.20446
C -2.68390 -0.51022 0.47038
C -1.81603 -4.81892 1.29140
C 4.24462 1.44847 -0.48238
C -3.90802 -0.59746 -1.57119
C -3.87893 -0.69999 -0.18569
C -0.27079 0.22238 -2.19990
C -2.13260 -3.86114 2.46598
C 2.94681 1.00587 -0.37124
C -0.36876 -3.01771 1.23684
C -1.56971 -0.12537 -1.52908
C 5.02109 1.50149 0.67124
C 2.03599 0.90430 -1.55524
C -0.85100 4.51313 1.48923
C -1.96480 0.41695 4.61824
C 4.46552 1.10928 1.87712
C 3.14784 0.67359 1.91170
C -2.73826 -0.30480 -2.24883
H 2.67081 0.36694 2.83382
H 0.03892 -0.56683 -2.89318
H 6.04487 1.84637 0.62437
H -0.96570 -2.03752 2.92427
H -2.61703 -0.54361 1.54740
H -1.51167 -5.80764 1.62700
H -0.36404 1.13872 -2.78943
H 5.03630 1.13861 2.79418
H 4.62346 1.74234 -1.45177
H -0.21065 -4.48383 -0.18746
H -3.14779 -3.47204 2.42101
H -4.83371 -0.73124 -2.11430
H -2.65075 -4.91964 0.60131
H -1.97559 -4.32611 3.43697
H -2.72594 -0.20109 -3.32539
H -4.77570 -0.90041 0.38281
```

Output
highest occupied orbital energy	-15.62	eV
frontier orbital gap	0.27102	hartree
net charge	+2

No. 3
A molecular structure, C17H16F6N9O7S3Zr. Source: the Open Molecules 2025 dataset; level of theory: the ωB97M-V functional and the def2-TZVPD basis.

The geometry in XYZ format:
```
59
C17H16F6N9O7S3Zr (the ωB97M-V functional and the def2-TZVPD basis)
Zr 0.01976 -0.32885 0.40475
S -0.60783 7.26086 1.70875
S 1.89864 -2.37846 0.67135
S 1.03015 -4.96543 1.22241
F 4.39747 -1.73618 0.34581
F -1.09753 -5.85709 0.00169
F 4.07294 -3.81074 0.88631
F -1.08171 -3.69512 0.22665
F -1.51365 -4.95547 1.92634
F 3.63628 -3.13310 -1.12381
O 1.10391 -2.10710 -0.56510
O 1.00590 0.69080 -1.14368
O 1.15099 -5.73355 2.40298
O 1.68124 -5.22106 -0.01926
O 1.83763 0.89993 -3.16369
O -1.47020 -1.00759 1.62613
O 1.91326 -1.01390 1.30515
N -0.83457 -1.03511 -1.85267
N -1.36629 1.51075 0.02934
N 0.57830 1.33300 1.86336
N -1.14231 -2.31782 3.44999
N -3.14842 -1.22992 3.10736
N -1.43113 6.32712 0.69654
N 0.01765 -0.44740 -2.81223
N 0.32809 6.16275 2.41113
N 1.28932 -3.36322 1.64293
C -0.78870 -4.88752 0.81770
C 0.08917 2.57960 1.59805
C -0.01663 4.99064 1.90006
C -3.05432 2.72155 -1.16126
C -1.02592 5.08566 0.91678
C -2.41170 1.54880 -0.80123
C 3.68053 -2.81812 0.14512
C 0.97559 0.38896 -2.37356
C 1.92574 2.28017 3.60349
C -1.91926 -1.52667 2.73764
C 0.54286 3.70595 2.27325
C -0.95603 2.67397 0.59426
C 1.85299 0.59631 -4.59665
C -1.53496 3.89895 0.26171
C -2.59739 3.91469 -0.64631
C 1.46508 1.20380 2.86328
C 1.48659 3.54608 3.29446
H 2.04789 -0.46542 -4.73992
H -0.00817 -0.79453 -3.76052
H 1.83659 0.21461 3.07194
H -1.79670 -0.87000 -2.13689
H -2.77697 0.60566 -1.18189
H -3.05647 4.86073 -0.90813
H -3.71044 -0.62511 2.53127
H -3.90008 2.68497 -1.83376
H 2.67141 1.18097 -4.99594
H -3.57652 -1.63154 3.92850
H -0.67889 -2.04374 -1.85790
H 0.91437 0.91466 -5.04691
H -0.25310 -2.62239 3.07591
H 2.63712 2.10693 4.39846
H 1.84308 4.41876 3.82830
H -1.46699 -2.76053 4.29730
```

Output
highest occupied orbital energy	-17.06	eV
frontier orbital gap	0.26371	hartree
net charge	+3

No. 4
A molecular structure, C17H16FN6O3PbS. Source: the Open Molecules 2025 dataset; level of theory: the ωB97M-V functional and the def2-TZVPD basis.

The geometry in XYZ format:
```
45
C17H16FN6O3PbS (the ωB97M-V functional and the def2-TZVPD basis)
Pb 12.62831 13.22528 4.88868
S 12.26808 15.08665 7.11331
F 13.76141 15.06269 3.99003
O 14.43284 12.47741 5.85482
O 8.05225 11.92678 5.27890
O 10.43767 11.69986 5.29105
N 11.42725 16.93034 5.34522
N 11.57837 9.86319 4.54687
N 12.64845 17.21930 4.87791
N 9.22701 16.94890 5.51274
N 12.68863 10.49491 4.93805
N 9.79727 15.99866 6.31287
C 13.81970 9.86470 4.66107
C 17.47061 10.39215 3.97955
C 10.19812 18.78757 4.04979
C 15.08811 10.46414 4.68025
C 11.14501 15.95633 6.26086
C 9.17040 9.84186 4.73159
C 10.20634 17.57700 4.96137
C 16.66295 12.28620 5.21475
C 15.34466 11.75596 5.26717
C 16.23263 9.84445 3.98198
C 17.67192 11.69892 4.49016
C 9.10304 8.49258 4.33992
C 6.71020 8.58862 4.61810
C 10.44311 10.48639 4.94913
C 7.90648 7.86961 4.40717
C 6.81141 9.98058 4.83925
C 8.03746 10.62398 5.08246
H 13.73040 8.83815 4.31870
H 10.22382 18.41364 2.99074
H 15.94548 8.84257 3.55305
H 9.97820 7.99864 4.03793
H 13.28474 17.29117 5.73080
H 9.28531 12.01676 5.40343
H 18.64188 12.24752 4.32115
H 5.76195 8.07888 4.56993
H 7.76870 6.76437 4.26848
H 16.76699 13.23965 5.63505
H 9.15613 15.32915 6.72106
H 11.06795 19.46997 4.20610
H 18.26622 10.03197 3.31837
H 13.05904 16.25476 4.43347
H 9.25904 19.37573 4.30795
H 5.88004 10.39676 5.08900
```

Output
highest occupied orbital energy	-4.01	eV
frontier orbital gap	0.24294	hartree
net charge	-1

No. 5
A molecular structure, C17H16IrN4O4S. Source: the Open Molecules 2025 dataset; level of theory: the ωB97M-V functional and the def2-TZVPD basis.

The geometry in XYZ format:
```
43
C17H16IrN4O4S (the ωB97M-V functional and the def2-TZVPD basis)
Ir 1.02246 -3.44397 -0.64875
S -1.53311 2.87791 0.57393
O 0.73044 -4.39278 -2.28042
O 0.37051 -4.32368 -4.51501
O -4.81430 7.82669 -2.67298
O -4.23339 6.34675 -4.20778
N 0.24990 -1.68225 -2.15392
N -0.06722 -2.45463 -3.29624
N 1.46186 -2.33186 1.17904
N 2.56886 -4.73923 0.49412
C 0.34851 -3.81110 -3.43925
C -2.81990 6.29797 -0.96268
C 1.97599 -3.06192 2.21918
C -3.31920 4.57593 -2.58698
C 2.84417 -3.26300 4.53446
C 2.56177 -4.33244 1.89095
C -2.73390 3.62920 -1.75757
C -2.15758 5.39910 -0.20375
C -2.15082 4.03189 -0.55535
C 1.32826 -0.42857 2.54610
C 3.23892 -4.55251 4.22380
C 1.87219 -1.15187 3.58357
C -4.12843 6.71740 -3.08339
C -3.38181 5.91906 -2.19778
C 1.12380 -1.06273 1.35686
C 2.23995 -2.48173 3.49666
C 3.09571 -5.06624 2.89670
H -4.57675 8.16182 -1.80042
H 1.99790 -0.54735 4.47093
H 0.96068 -0.98098 -2.31961
H -0.10584 -1.92345 -4.14145
H 3.46717 -6.07594 2.77368
H -2.76681 7.33157 -0.55048
H 3.50214 -4.55126 0.09520
H 3.70028 -5.25709 4.90087
H -2.86695 2.64869 -2.13855
H 0.62039 -0.61601 0.49924
H -0.64740 -1.30940 -1.91772
H 2.37774 -5.75344 0.44656
H 1.08693 0.63661 2.64846
H -1.67022 5.84013 0.62810
H 2.88231 -2.85400 5.55948
H -3.65523 4.20868 -3.58782
```

Output
highest occupied orbital energy (alpha / beta)	-12.66 / -14.31	eV
frontier orbital gap (alpha / beta)	0.22029 / 0.14977	hartree
spin multiplicity	6
net charge	+2

No. 6
C17H16N2O6S2 in the gas phase. Source: the Open Molecules 2025 dataset; level of theory: the ωB97M-V functional and the def2-TZVPD basis.

The geometry in XYZ format:
```
43
C17H16N2O6S2 (the ωB97M-V functional and the def2-TZVPD basis)
S -2.80964 1.52199 0.26978
S -5.66193 2.29177 0.75257
O 3.82179 1.52100 0.39755
O 1.62923 -3.02925 -0.60244
O -3.84304 -1.60142 -1.67717
O 3.96455 2.80089 -1.45486
O -0.18735 -2.62339 0.46800
O 3.24477 -1.32906 0.50153
N -4.81775 0.13933 -0.56152
N 0.83033 -2.28129 -0.09519
C 5.72954 2.85559 0.18699
C 1.07771 -0.85808 -0.17976
C -6.70416 -1.03558 0.42462
C 0.01739 -0.00184 -0.51045
C -4.55329 1.27149 0.13925
C -1.28771 -0.53212 -0.85035
C 5.28333 -2.41840 0.95671
C 2.37065 -0.39309 0.12152
C 4.63321 -1.07552 0.66672
C -2.47685 0.04621 -0.60628
C 1.53945 1.84831 -0.28419
C 2.57993 0.99839 0.05953
C 0.27776 1.36571 -0.56249
C -7.78818 -0.66610 1.07767
C 4.42032 2.43023 -0.41272
C -3.74182 -0.59452 -1.02094
C -6.17799 -0.32259 -0.78607
H -6.11884 -1.88909 0.73946
H 4.79430 -0.37799 1.49613
H -8.14073 -1.20375 1.94050
H 5.04415 -0.64502 -0.25377
H -0.50144 2.05137 -0.84959
H -8.36870 0.18879 0.77324
H 4.88834 -2.83149 1.88033
H 6.11512 3.71292 -0.35568
H -1.34264 -1.49522 -1.34414
H 1.72976 2.90868 -0.32928
H 5.59568 3.09756 1.23779
H 5.06588 -3.11195 0.14948
H 6.43935 2.03368 0.11458
H -6.12587 -1.00994 -1.63648
H 6.35840 -2.29657 1.04951
H -6.80303 0.53932 -1.03011
```

Output
highest occupied orbital energy	-8.66	eV
frontier orbital gap	0.28416	hartree
net charge	0

No. 7
A molecular structure, C17H17Br3IN2O2. Source: the Open Molecules 2025 dataset; level of theory: the ωB97M-V functional and the def2-TZVPD basis.

The geometry in XYZ format:
```
42
C17H17Br3IN2O2 (the ωB97M-V functional and the def2-TZVPD basis)
I 3.95631 -2.05280 1.97106
Br -6.41894 -1.96085 0.53488
Br -8.49789 -4.00919 1.88288
Br -6.04900 -2.84603 3.59301
O -0.68597 2.34596 -1.86914
O 6.73560 -2.63861 1.28701
N -2.27305 2.23680 -0.20732
N 3.77905 -0.13878 -1.24286
C -6.66881 -3.37542 1.83887
C 5.03348 1.08288 0.53211
C -2.80391 -1.68594 -0.33398
C -2.86456 0.90438 -0.40443
C 2.74067 0.78037 -1.20077
C 2.78999 1.91218 -0.26215
C 1.59032 2.91170 -0.19636
C 5.97338 -1.13584 -0.49407
C -0.90316 2.24170 -0.68020
C -4.88839 -0.49919 -1.08266
C 5.84020 -2.00506 0.84318
C 4.87235 -0.02019 -0.40741
C 3.95765 2.08262 0.61344
C -4.18382 -1.78895 -0.79764
C -4.25315 0.79604 -0.90724
C -2.16768 -0.35944 -0.13726
C 0.31952 2.06416 0.29464
H -5.94720 -0.58651 -1.43242
H -4.65954 -2.78190 -0.92221
H -1.10914 -0.36643 0.22091
H 5.71448 -1.81371 -1.35192
H -4.82115 1.72021 -1.15550
H 1.86198 0.64788 -1.88329
H 5.93098 1.14739 1.18492
H 1.40227 3.45016 -1.15723
H -2.22579 2.35909 0.81645
H -2.26502 -2.63946 -0.10824
H 6.98800 -0.68331 -0.60674
H 0.55900 0.95931 0.28092
H -6.05158 -4.21068 1.52255
H 0.07473 2.29016 1.37258
H 3.71826 -0.91453 -1.90649
H 1.82433 3.65512 0.61985
H 4.07522 2.92469 1.33829
```

Output
highest occupied orbital energy	-10.58	eV
frontier orbital gap	0.21494	hartree
net charge	+1

No. 8
A molecular structure, C17H17BrIN6O4OsS. Source: the Open Molecules 2025 dataset; level of theory: the ωB97M-V functional and the def2-TZVPD basis.

The geometry in XYZ format:
```
48
C17H17BrIN6O4OsS (the ωB97M-V functional and the def2-TZVPD basis)
Os 0.38068 -0.52615 -1.25845
I 5.18744 0.45830 0.51892
Br -1.77703 0.68714 -2.52879
S -1.04752 0.97170 1.24163
O -2.44225 0.87438 0.95156
O 2.21280 0.32572 -1.29381
O -0.25177 -0.29886 -7.39252
O -0.26104 2.05670 0.70807
N 2.27092 2.44914 -0.51074
N -0.76493 -2.08615 -0.61800
N -1.78542 -2.15707 1.50995
N 0.43554 -0.61336 -3.37391
N -0.28266 -0.40326 0.70184
N -1.04443 1.51903 7.06690
C -1.73855 0.29503 5.14059
C -2.11343 -3.92088 -0.10016
C -0.99405 1.35313 5.75991
C 1.33876 -1.11592 -4.23740
C 0.02112 -0.42667 -6.11367
C -1.70401 0.14976 3.78538
C 2.86273 1.39166 -0.99832
C -0.92383 1.03784 3.01918
C -0.20353 2.23910 4.95587
C -0.92704 0.10786 -5.21846
C -2.33167 -3.32541 1.13906
C 1.17258 -1.04034 -5.59722
C -0.65749 -0.01508 -3.89356
C 4.33003 1.37948 -1.21082
C -0.17698 2.07364 3.59847
C -1.01926 -1.60193 0.61635
C -1.30694 -3.25671 -0.99591
H -1.08597 -3.62372 -1.98902
H 4.74270 2.37947 -1.30017
H 1.28901 2.42453 -0.24505
H -2.33649 -0.36634 5.75487
H -1.81505 0.59960 -5.59057
H -2.57023 -4.86541 -0.35529
H 0.35287 3.03823 5.42927
H 1.92416 -1.45558 -6.25522
H 2.20948 -1.58685 -3.80170
H -1.60210 0.91425 7.65948
H -2.97422 -3.80301 1.86876
H 0.42463 -0.67304 -7.97895
H -0.53703 2.26564 7.52842
H -2.27458 -0.63044 3.30184
H 0.39368 2.74885 2.97812
H 4.58856 0.77615 -2.07392
H 2.81181 3.27584 -0.30285
```

Output
highest occupied orbital energy (alpha / beta)	-16.75 / -16.75	eV
frontier orbital gap (alpha / beta)	0.30274 / 0.19854	hartree
spin multiplicity	5
net charge	+3